<P>
Molecular formula: C64H176N16O16
Method: DFT, ωB97M-V/def2-TZVPD

```
272
C64H176N16O16 (ωB97M-V/def2-TZVPD)
C -3.649 4.452 1.299
C -3.972 4.462 2.772
C -4.717 3.160 3.212
O -3.812 2.127 3.021
C -4.307 0.928 3.572
N -2.859 4.763 3.618
H -3.310 5.450 0.953
H -4.490 4.158 0.698
H -2.901 3.667 1.087
H -4.677 5.278 2.933
H -5.564 3.074 2.466
H -5.042 3.125 4.237
H -5.159 0.512 2.994
H -4.728 1.057 4.566
H -3.535 0.145 3.660
H -3.196 4.699 4.574
H -2.102 4.089 3.457
C -3.692 -2.146 4.529
C -3.177 -2.395 3.113
C -1.940 -3.294 3.142
O -0.869 -2.590 3.776
C 0.304 -3.327 3.756
N -4.124 -3.217 2.335
H -3.775 -3.109 5.095
H -4.720 -1.759 4.490
H -3.070 -1.476 5.125
H -3.011 -1.412 2.620
H -1.587 -3.564 2.123
H -2.266 -4.099 3.791
H 1.006 -2.803 4.382
H 0.630 -3.407 2.713
H 0.186 -4.388 4.076
H -4.693 -3.809 2.924
H -4.814 -2.640 1.831
C 4.157 4.893 -1.634
C 3.069 5.836 -1.272
C 2.423 5.525 0.105
O 1.995 4.200 0.184
C 1.355 3.877 1.416
N 3.440 7.212 -1.453
H 4.568 5.069 -2.592
H 3.834 3.843 -1.661
H 4.975 4.984 -0.875
H 2.337 5.677 -2.045
H 1.523 6.168 0.320
H 2.934 5.872 0.980
H 1.941 4.374 2.199
H 1.391 2.801 1.552
H 0.343 4.279 1.467
H 3.595 7.468 -2.415
H 4.303 7.330 -0.951
C 7.836 -1.104 7.649
C 6.776 -1.724 6.812
C 6.134 -0.841 5.765
O 5.324 -1.568 4.931
C 4.241 -2.193 5.537
N 7.473 -2.739 5.964
H 8.695 -0.962 6.971
H 8.134 -1.729 8.458
H 7.655 -0.083 7.955
H 6.008 -2.209 7.471
H 6.790 -0.313 5.135
H 5.520 -0.106 6.280
H 4.424 -3.184 6.009
H 3.533 -2.503 4.704
H 3.803 -1.566 6.282
H 7.048 -3.080 5.126
H 7.949 -3.467 6.483
C -1.482 7.476 -5.085
C -2.562 6.690 -5.888
C -2.717 7.249 -7.295
O -1.512 7.085 -7.931
C -1.610 7.161 -9.369
N -2.251 5.326 -6.085
H -1.277 6.878 -4.128
H -1.796 8.496 -4.857
H -0.636 7.425 -5.723
H -3.537 6.721 -5.471
H -3.091 8.302 -7.366
H -3.536 6.641 -7.765
H -0.644 6.741 -9.748
H -1.597 8.258 -9.604
H -2.406 6.576 -9.798
H -2.189 4.845 -5.195
H -1.363 5.243 -6.556
C -0.767 1.577 -3.433
C -0.075 2.757 -2.679
C -1.120 3.555 -1.948
O -1.940 4.277 -2.891
C -3.067 4.840 -2.277
N 0.868 2.207 -1.718
H 0.108 1.000 -3.755
H -1.107 1.965 -4.445
H -1.510 0.959 -2.955
H 0.540 3.326 -3.327
H -0.633 4.358 -1.357
H -1.848 3.029 -1.330
H -3.837 4.137 -2.019
H -3.572 5.468 -3.013
H -2.581 5.289 -1.409
H 0.463 1.474 -1.189
H 1.121 2.954 -1.109
C -9.704 7.881 -0.307
C -8.636 6.997 -0.968
C -8.642 5.646 -0.171
O -7.458 4.933 -0.685
C -7.451 3.603 -0.321
N -8.888 6.726 -2.430
H -9.888 8.706 -0.999
H -9.368 8.268 0.660
H -10.600 7.299 -0.098
H -7.698 7.517 -0.810
H -9.584 5.093 -0.310
H -8.552 5.912 0.885
H -8.228 3.018 -0.831
H -7.419 3.471 0.786
H -6.530 3.135 -0.650
H -9.821 6.426 -2.668
H -8.202 6.014 -2.836
C 1.897 -6.920 -4.006
C 0.536 -6.529 -3.493
C -0.466 -6.279 -4.633
O -0.270 -5.006 -5.248
C -1.475 -4.472 -5.727
N 0.047 -7.631 -2.571
H 1.932 -7.853 -4.662
H 2.634 -7.189 -3.193
H 2.148 -6.112 -4.660
H 0.638 -5.585 -2.956
H -1.510 -6.445 -4.197
H -0.309 -7.147 -5.383
H -2.181 -4.485 -4.883
H -1.948 -5.007 -6.513
H -1.279 -3.433 -6.045
H -0.949 -7.628 -2.635
H 0.335 -8.544 -2.926
C 4.891 0.282 -2.111
C 4.063 0.220 -3.409
C 3.018 -0.922 -3.295
O 3.766 -2.118 -2.991
C 3.001 -3.279 -3.281
N 3.500 1.550 -3.484
H 5.607 1.097 -2.195
H 5.519 -0.610 -1.807
H 4.255 0.447 -1.232
H 4.812 0.002 -4.231
H 2.431 -1.139 -4.235
H 2.446 -0.580 -2.407
H 3.703 -4.089 -3.119
H 2.583 -3.209 -4.236
H 2.238 -3.497 -2.528
H 3.150 1.787 -4.382
H 2.692 1.563 -2.913
C -0.971 -2.365 -1.662
C -2.384 -2.708 -2.125
C -2.409 -4.201 -2.399
O -3.777 -4.430 -2.818
C -4.271 -5.747 -2.463
N -3.397 -2.362 -1.126
H -0.253 -2.703 -2.418
H -0.776 -2.843 -0.708
H -0.770 -1.272 -1.555
H -2.675 -2.275 -3.079
H -2.204 -4.784 -1.513
H -1.701 -4.509 -3.169
H -4.466 -5.852 -1.343
H -3.534 -6.489 -2.717
H -5.284 -5.826 -2.811
H -3.138 -2.817 -0.258
H -4.332 -2.742 -1.366
C -6.252 2.269 -3.796
C -4.802 1.917 -3.822
C -4.486 1.052 -2.548
O -4.135 1.844 -1.455
C -4.426 1.093 -0.245
N -4.383 1.280 -5.071
H -6.520 2.759 -4.717
H -6.472 2.787 -2.876
H -6.823 1.322 -3.730
H -4.197 2.837 -3.743
H -3.749 0.283 -2.762
H -5.461 0.468 -2.275
H -3.749 0.223 -0.104
H -5.425 0.646 -0.224
H -4.320 1.718 0.623
H -4.624 0.279 -5.062
H -3.350 1.480 -5.128
C -1.280 1.049 6.193
C -0.170 1.710 5.451
C 1.174 0.878 5.572
O 2.147 1.545 4.794
C 2.765 2.578 5.419
N -0.639 1.967 4.089
H -1.354 0.018 5.844
H -2.225 1.458 5.844
H -1.162 1.053 7.228
H -0.092 2.696 5.900
H 1.036 -0.082 5.177
H 1.542 0.941 6.656
H 3.264 2.202 6.355
H 2.021 3.410 5.668
H 3.482 2.983 4.733
H -1.274 1.271 3.708
H 0.159 2.091 3.469
C 8.007 -1.491 1.958
C 7.335 -0.986 0.706
C 6.732 0.429 0.882
O 5.465 0.430 1.400
C 4.886 1.730 1.536
N 8.313 -1.022 -0.430
H 8.808 -0.771 2.272
H 8.530 -2.407 1.928
H 7.368 -1.543 2.805
H 6.496 -1.674 0.398
H 6.828 0.930 -0.116
H 7.365 0.947 1.555
H 4.834 2.118 0.471
H 5.563 2.336 2.201
H 3.985 1.727 2.096
H 7.991 -0.491 -1.182
H 9.190 -0.694 -0.067
C 5.564 -6.236 -0.457
C 5.222 -4.736 -0.413
C 5.558 -4.217 0.991
O 4.711 -4.891 1.838
C 4.966 -4.546 3.210
N 5.976 -3.929 -1.369
H 6.710 -6.360 -0.403
H 5.236 -6.704 -1.438
H 5.185 -6.833 0.388
H 4.146 -4.621 -0.604
H 5.448 -3.205 1.015
H 6.604 -4.501 1.206
H 4.215 -4.992 3.845
H 4.979 -3.473 3.323
H 5.991 -4.920 3.449
H 6.970 -3.701 -1.149
H 5.529 -3.135 -1.704
C 2.455 -1.876 0.512
C 2.287 -0.673 1.422
C 0.856 -0.383 1.742
O 0.180 0.266 0.761
C -1.176 0.523 0.984
N 2.977 -0.901 2.673
H 1.997 -2.694 1.043
H 3.540 -1.938 0.336
H 1.893 -1.748 -0.422
H 2.587 0.237 0.845
H 0.863 0.142 2.705
H 0.359 -1.376 1.961
H -1.628 0.840 0.062
H -1.402 1.401 1.614
H -1.641 -0.416 1.313
H 3.030 -0.039 3.230
H 3.913 -1.269 2.564
C -2.053 -7.462 2.805
C -2.262 -6.914 1.421
C -0.961 -6.652 0.673
O -0.334 -5.511 1.195
C 0.986 -5.370 0.630
N -2.984 -7.898 0.613
H -1.740 -6.629 3.492
H -1.324 -8.277 2.879
H -3.056 -7.766 3.144
H -2.725 -5.933 1.525
H -1.249 -6.481 -0.406
H -0.292 -7.476 0.744
H 1.692 -6.187 0.929
H 1.339 -4.424 0.838
H 0.833 -5.490 -0.512
H -3.395 -8.700 1.187
H -3.672 -7.518 -0.012
```

Summary:
HOMO level = -8.40 eV
multiplicity = 1

<Q>
Molecular formula: C64H176N16O16
Method: DFT, ωB97M-V/def2-TZVPD

```
272
C64H176N16O16 (ωB97M-V/def2-TZVPD)
C 25.449 8.038 5.542
C 26.284 9.273 5.880
C 27.743 9.021 6.270
O 28.376 10.070 6.956
C 27.796 10.544 8.142
N 26.221 10.119 4.643
H 25.816 7.527 4.653
H 24.406 8.305 5.377
H 25.420 7.387 6.421
H 25.786 9.864 6.651
H 28.319 8.736 5.390
H 27.667 8.122 6.905
H 28.345 10.261 9.044
H 26.800 10.130 8.324
H 27.730 11.630 8.081
H 26.766 10.957 4.846
H 26.805 9.616 3.977
C 30.813 13.919 14.473
C 31.886 14.107 15.551
C 31.666 13.204 16.744
O 30.519 13.553 17.492
C 30.459 12.980 18.782
N 33.174 13.792 14.938
H 30.797 14.700 13.710
H 29.836 13.974 14.962
H 30.906 12.967 13.949
H 31.790 15.122 15.962
H 32.597 13.205 17.325
H 31.481 12.181 16.390
H 31.348 12.380 19.000
H 29.622 12.288 18.887
H 30.405 13.807 19.491
H 33.905 14.062 15.594
H 33.349 14.372 14.127
C 28.898 12.426 10.709
C 30.159 13.281 10.751
C 30.728 13.474 9.383
O 31.206 12.205 8.937
C 31.542 12.103 7.576
N 29.770 14.520 11.453
H 29.145 11.363 10.786
H 28.252 12.589 9.849
H 28.211 12.488 11.559
H 30.890 12.834 11.429
H 31.588 14.153 9.295
H 30.045 13.906 8.637
H 32.284 11.320 7.419
H 31.981 12.998 7.117
H 30.632 11.852 7.021
H 30.336 15.318 11.205
H 28.778 14.727 11.442
C 24.765 12.343 9.742
C 23.640 12.612 8.714
C 24.091 12.452 7.281
O 25.169 13.349 7.005
C 25.335 13.514 5.619
N 22.573 11.619 8.977
H 25.719 12.787 9.445
H 24.999 11.271 9.718
H 24.470 12.525 10.773
H 23.161 13.563 8.949
H 23.216 12.660 6.663
H 24.454 11.433 7.128
H 25.249 12.556 5.089
H 26.317 13.957 5.452
H 24.599 14.117 5.070
H 22.945 10.674 8.964
H 22.239 11.713 9.930
C 30.826 3.545 6.910
C 31.305 4.896 7.406
C 31.155 6.062 6.422
O 31.609 7.264 7.029
C 31.467 8.386 6.184
N 30.504 5.182 8.600
H 31.086 2.749 7.606
H 31.327 3.301 5.967
H 29.755 3.564 6.707
H 32.374 4.804 7.637
H 30.120 6.144 6.077
H 31.826 5.819 5.587
H 31.827 9.196 6.815
H 30.418 8.599 5.950
H 31.989 8.232 5.234
H 30.810 6.010 9.101
H 30.669 4.404 9.233
C 35.039 20.465 8.421
C 34.130 19.790 9.424
C 33.511 18.564 8.787
O 32.329 18.179 9.452
C 31.549 17.210 8.803
N 34.913 19.387 10.594
H 35.690 19.674 8.035
H 35.591 21.311 8.830
H 34.485 20.892 7.582
H 33.358 20.515 9.715
H 34.184 17.710 8.652
H 33.205 18.875 7.773
H 31.146 17.640 7.871
H 30.698 16.836 9.361
H 32.249 16.476 8.380
H 35.407 20.226 10.914
H 34.334 19.278 11.430
C 31.060 8.790 9.744
C 31.020 8.971 11.285
C 31.664 7.744 11.922
O 30.950 6.582 11.526
C 31.441 5.395 12.064
N 31.818 10.156 11.545
H 30.504 9.588 9.246
H 30.481 7.893 9.509
H 32.069 8.748 9.344
H 30.033 8.884 11.746
H 31.738 7.840 13.013
H 32.717 7.610 11.631
H 30.742 4.590 11.833
H 31.628 5.416 13.144
H 32.396 5.098 11.606
H 32.816 10.023 11.496
H 31.524 10.824 10.845
C 35.889 6.280 8.107
C 35.050 7.052 9.125
C 34.996 8.562 8.797
O 34.922 9.293 10.009
C 34.843 10.697 9.918
N 33.736 6.397 9.163
H 35.294 6.106 7.205
H 36.040 5.291 8.541
H 36.845 6.737 7.861
H 35.540 6.908 10.089
H 34.122 8.890 8.215
H 35.910 8.889 8.281
H 34.374 11.118 10.808
H 34.241 11.006 9.058
H 35.845 11.135 9.901
H 33.044 6.836 9.757
H 33.394 6.482 8.211
C 26.092 16.756 7.341
C 26.954 16.196 8.459
C 26.168 16.032 9.780
O 27.125 15.584 10.734
C 26.467 15.247 11.926
N 27.385 14.873 7.995
H 25.709 17.750 7.625
H 25.195 16.227 7.019
H 26.652 17.099 6.469
H 27.816 16.857 8.551
H 25.329 15.347 9.633
H 25.782 16.993 10.140
H 25.777 15.986 12.358
H 27.161 14.896 12.689
H 25.727 14.447 11.758
H 27.801 14.386 8.788
H 26.557 14.308 7.776
C 28.505 10.772 14.041
C 27.553 9.592 14.112
C 28.225 8.227 14.128
O 27.219 7.249 14.024
C 27.733 5.941 13.997
N 26.676 9.704 15.293
H 28.991 10.853 13.064
H 29.348 10.576 14.711
H 28.075 11.761 14.194
H 26.953 9.667 13.193
H 28.902 8.165 14.994
H 28.933 8.057 13.303
H 28.187 5.720 14.969
H 28.469 5.781 13.200
H 26.913 5.257 13.784
H 26.030 10.453 15.058
H 26.109 8.861 15.331
C 34.686 10.698 5.367
C 36.023 11.367 5.066
C 37.078 10.478 4.416
O 36.584 10.097 3.130
C 37.487 9.303 2.405
N 35.840 12.564 4.246
H 34.881 9.756 5.883
H 34.017 10.631 4.506
H 34.077 11.274 6.070
H 36.320 11.543 6.107
H 37.270 9.562 4.986
H 38.018 11.005 4.225
H 37.046 8.738 1.586
H 37.854 8.513 3.076
H 38.357 9.873 2.066
H 35.492 12.359 3.316
H 36.780 12.905 4.051
C 35.500 14.144 7.852
C 34.485 15.014 7.123
C 35.089 16.354 6.710
O 34.096 17.145 6.081
C 34.558 18.321 5.454
N 34.013 14.297 5.926
H 35.183 13.123 8.068
H 35.747 14.579 8.826
H 36.419 14.059 7.266
H 33.629 15.225 7.771
H 35.946 16.323 6.026
H 35.410 16.869 7.629
H 35.056 18.951 6.204
H 33.740 18.855 4.987
H 35.406 18.083 4.800
H 34.739 13.660 5.579
H 34.059 15.025 5.213
C 30.878 15.771 4.980
C 30.657 17.179 5.535
C 30.401 18.251 4.503
O 29.437 17.866 3.524
C 28.976 18.989 2.796
N 29.458 17.089 6.376
H 29.993 15.453 4.417
H 30.849 15.061 5.809
H 31.728 15.605 4.316
H 31.539 17.420 6.135
H 31.312 18.539 3.961
H 30.083 19.191 4.965
H 29.886 19.404 2.345
H 28.490 19.755 3.411
H 28.243 18.649 2.068
H 29.390 16.241 6.926
H 28.676 17.047 5.729
C 33.585 10.254 1.365
C 32.178 10.790 1.520
C 31.722 10.993 2.957
O 30.294 10.984 2.968
C 29.778 11.292 4.255
N 31.938 12.018 0.749
H 33.833 9.419 2.029
H 34.359 10.990 1.600
H 33.854 9.824 0.397
H 31.513 9.986 1.176
H 32.110 11.934 3.355
H 32.024 10.115 3.538
H 28.703 11.361 4.098
H 30.083 12.278 4.610
H 30.003 10.485 4.949
H 32.404 12.179 -0.129
H 30.938 11.977 0.588
C 33.878 16.207 12.199
C 34.451 16.814 13.493
C 35.962 16.955 13.452
O 36.495 17.520 14.611
C 37.876 17.775 14.432
N 33.846 18.130 13.661
H 34.391 15.254 12.030
H 34.124 16.823 11.333
H 32.796 16.093 12.236
H 34.220 16.061 14.255
H 36.202 17.586 12.580
H 36.424 15.999 13.153
H 37.996 18.448 13.575
H 38.393 16.851 14.155
H 38.332 18.220 15.311
H 32.829 18.122 13.796
H 34.224 18.532 14.518
C 28.611 18.474 11.019
C 29.582 19.100 11.989
C 30.131 18.073 12.989
O 31.105 18.454 13.913
C 30.845 19.569 14.754
N 30.618 19.718 11.146
H 29.040 17.765 10.313
H 27.958 19.173 10.503
H 27.929 17.848 11.615
H 29.107 19.937 12.508
H 30.478 17.217 12.404
H 29.255 17.651 13.508
H 30.706 20.464 14.138
H 31.756 19.648 15.343
H 29.925 19.381 15.314
H 31.140 20.449 11.622
H 31.346 19.111 10.737
```

Summary:
HOMO level = -8.38 eV
multiplicity = 1

Computed relative energies in units of eV: <P> 2.307; <Q> 0.000